Below is a cluster of 6 separate species, C27H58O14P2 in total at a distorted geometry, with properties calculated with ωB97M-V with the def2-TZVPD basis set.

Each atom is followed by the atoms it is bonded to, with distances in Å.
Atoms and positions in Å:
1 C 2.95 3.87 0.09  C2 1.213, H29 1.099
2 C 2.00 3.17 0.39  C1 1.213, C3 1.538
3 C 1.08 2.08 0.95  C2 1.538, P4 1.886, O8 1.441, C16 1.563
4 P 0.89 2.66 2.73  C3 1.886, O5 1.495, O6 1.642, O7 1.675
5 O 0.50 4.10 2.66  P4 1.495
6 O -0.29 1.89 3.57  P4 1.642, H30 0.975
7 O 2.33 2.64 3.58  P4 1.675, H31 0.975
8 O -0.23 2.31 0.39  C3 1.441, C9 1.414
9 C -0.97 1.14 0.66  O8 1.414, O10 1.196, C11 1.598
10 O -2.17 1.18 0.67  C9 1.196
11 C -0.02 -0.11 0.94  C9 1.598, C12 1.585, C13 1.569, C16 1.617
12 C -0.62 -1.16 -0.09  C11 1.585, H32 1.127, H33 1.117, H34 1.117
13 C -0.17 -0.87 2.31  C11 1.569, O14 1.448, H35 1.118, H36 1.123
14 O -1.53 -0.74 2.78  C13 1.448, O15 1.387
15 O -1.77 -1.80 3.64  O14 1.387, H37 0.974
16 C 1.40 0.58 0.62  C3 1.563, C11 1.617, C17 1.592, P25 1.905
17 C 2.55 0.03 1.57  C16 1.592, C18 1.574, H38 1.121, H39 1.125
18 C 3.99 0.54 1.19  C17 1.574, C19 1.591, H40 1.120, H41 1.111
19 C 4.83 1.05 2.44  C18 1.591, C20 1.575, H42 1.122, H43 1.110
20 C 6.34 1.09 1.99  C19 1.575, O21 1.208, O22 1.404
21 O 7.25 1.27 2.76  C20 1.208
22 O 6.65 0.97 0.63  C20 1.404, C23 1.439
23 C 6.79 2.24 -0.03  O22 1.439, C24 1.572, H44 1.116, H45 1.124
24 C 7.68 2.11 -1.32  C23 1.572, H46 1.115, H47 1.116, H48 1.118
25 P 1.71 0.04 -1.18  C16 1.905, C26 1.899, C27 1.874
26 C 2.81 -1.51 -1.12  P25 1.899, H49 1.115, H50 1.119, H51 1.115
27 C 2.74 1.27 -2.15  P25 1.874, C28 1.582, H52 1.123, H53 1.113
28 C 3.53 0.61 -3.35  C27 1.582, H54 1.115, H55 1.117, H56 1.116
29 H 3.89 4.42 -0.01  C1 1.099
30 H -0.56 2.43 4.34  O6 0.975
31 H 2.08 2.91 4.49  O7 0.975
32 H -1.54 -1.58 0.41  C12 1.127
33 H -1.00 -0.70 -1.03  C12 1.117
34 H 0.04 -2.04 -0.28  C12 1.117
35 H 0.47 -0.46 3.13  C13 1.118
36 H 0.01 -1.97 2.21  C13 1.123
37 H -2.42 -2.36 3.19  O15 0.974
38 H 2.51 -1.09 1.58  C17 1.121
39 H 2.38 0.31 2.64  C17 1.125
40 H 4.55 -0.35 0.79  C18 1.120
41 H 3.99 1.38 0.46  C18 1.111
42 H 4.58 2.13 2.62  C19 1.122
43 H 4.69 0.42 3.34  C19 1.110
44 H 7.29 2.93 0.69  C23 1.116
45 H 5.79 2.63 -0.36  C23 1.124
46 H 7.29 2.82 -2.08  C24 1.115
47 H 7.64 1.08 -1.76  C24 1.116
48 H 8.75 2.36 -1.13  C24 1.118
49 H 2.50 -2.21 -0.31  C26 1.115
50 H 2.60 -2.04 -2.09  C26 1.119
51 H 3.88 -1.22 -1.08  C26 1.115
52 H 2.01 1.99 -2.62  C27 1.123
53 H 3.46 1.88 -1.56  C27 1.113
54 H 4.30 -0.11 -2.99  C28 1.115
55 H 4.04 1.44 -3.90  C28 1.117
56 H 2.82 0.14 -4.06  C28 1.116
57 C -5.69 -3.98 1.79  C58 1.516, H60 1.092, H61 1.091, H62 1.094
58 C -4.52 -3.28 1.12  C57 1.516, O59 1.431, H63 1.090, H64 1.090
59 O -3.28 -3.82 1.60  C58 1.431, H65 0.963
60 H -5.63 -3.86 2.88  C57 1.092
61 H -6.64 -3.58 1.44  C57 1.091
62 H -5.66 -5.06 1.59  C57 1.094
63 H -4.53 -2.22 1.35  C58 1.090
64 H -4.56 -3.41 0.04  C58 1.090
65 H -3.26 -4.76 1.39  O59 0.963
66 C -5.87 0.45 -2.33  C67 1.516, H69 1.092, H70 1.092, H71 1.093
67 C -5.38 -0.38 -1.16  C66 1.516, O68 1.425, H72 1.091, H73 1.095
68 O -5.60 -1.76 -1.40  C67 1.425, H74 0.965
69 H -6.94 0.28 -2.49  C66 1.092
70 H -5.71 1.52 -2.15  C66 1.092
71 H -5.36 0.17 -3.25  C66 1.093
72 H -5.91 -0.11 -0.25  C67 1.091
73 H -4.30 -0.22 -1.00  C67 1.095
74 H -5.12 -2.00 -2.21  O68 0.965
75 C -1.55 -3.51 -4.33  C76 1.516, H78 1.092, H79 1.092, H80 1.093
76 C -2.78 -3.46 -3.44  C75 1.516, O77 1.427, H81 1.091, H82 1.095
77 O -3.76 -2.60 -4.00  C76 1.427, H83 0.964
78 H -1.13 -2.51 -4.46  C75 1.092
79 H -0.78 -4.16 -3.90  C75 1.092
80 H -1.80 -3.88 -5.33  C75 1.093
81 H -2.52 -3.07 -2.46  C76 1.091
82 H -3.21 -4.46 -3.32  C76 1.095
83 H -4.00 -2.95 -4.87  O77 0.964
84 C 1.34 0.01 7.06  C85 1.516, H87 1.092, H88 1.092, H89 1.093
85 C 1.27 -1.01 5.94  C84 1.516, O86 1.427, H90 1.091, H91 1.094
86 O 2.39 -0.86 5.06  C85 1.427, H92 0.964
87 H 1.35 1.02 6.66  C84 1.092
88 H 0.49 -0.10 7.74  C84 1.092
89 H 2.26 -0.11 7.64  C84 1.093
90 H 0.36 -0.88 5.36  C85 1.091
91 H 1.28 -2.03 6.34  C85 1.094
92 H 3.19 -0.99 5.58  O86 0.964
93 C -5.80 3.14 -5.33  C94 1.517, H96 1.092, H97 1.092, H98 1.093
94 C -4.62 2.31 -5.80  C93 1.517, O95 1.424, H99 1.090, H100 1.095
95 O -3.59 3.16 -6.31  C94 1.424, H101 0.964
96 H -6.20 3.74 -6.15  C93 1.092
97 H -6.59 2.50 -4.94  C93 1.092
98 H -5.49 3.84 -4.54  C93 1.093
99 H -4.92 1.63 -6.59  C94 1.090
100 H -4.21 1.72 -4.97  C94 1.095
101 H -3.32 3.75 -5.59  O95 0.964

Calculated values
Multiplicity   1
E   -2799.41575 Eh
HOMO-LUMO gap   8.41 eV
HOMO energy   -0.299 Ha
SMILES   C#C[C@@]1(P(=O)(O)O)OC(=O)[C@](C)(COO)[C@@]1(CCCC(=O)OCC)P(C)CC.CCO.CCO.CCO.CCO.CCO